Computed, not measured: 2 unconnected molecules or ions with the total composition CH6NO2 at a distorted geometry, with wB97M-V/def2-TZVPD.

Computed properties:
- Kohn-Sham gap: 7.13 eV
- HOMO: -2.669 eV
- LUMO energy: 4.46 eV
- Relative energy (zero: lowest compared OMol25 entry of this formula, charge and spin): 1.3716 eV

Geometry as ORCA input:
```
! RIJCOSX wB97M-V def2-TZVPD def2/J DEFGRID3
* xyz -1 1
O -2.415 0.085 -0.799
H -1.982 0.223 -1.680
N -0.204 0.453 0.693
C 0.700 -0.296 0.025
O 1.997 -0.277 0.746
H -1.420 0.012 -0.254
H 0.167 1.459 0.602
H 0.867 -0.088 -1.065
H 0.468 -1.334 0.068
H 1.822 -0.237 1.664
*
```